Entry 1:
The ion C6H15N2 with charge +1. Source: OMol25; level of theory: wB97M-V/def2-TZVPD.

Properties
- E_LUMO: -3.28 eV
- HOMO-LUMO gap: 8.5 eV
- Relative energy (zero: lowest compared OMol25 entry of this formula, charge and spin): 1.5071 eV
- SMILES string: C/C(N)=C/CCC[NH3+]

```
! wB97M-V def2-TZVPD RIJCOSX def2/J DEFGRID3
* xyz 1 1
C -0.60196 1.10286 2.57511
C -0.21340 0.99608 1.12670
N 1.09461 1.24013 0.75754
C -1.19548 0.75483 0.24627
C -1.03513 0.60736 -1.29154
C -0.64791 -0.83155 -1.66549
C 0.10486 -1.69056 -0.70625
N 1.64954 -1.38497 -0.80050
H -1.34559 1.88269 2.75865
H -1.08296 0.24644 3.04600
H 0.24950 1.40165 3.20531
H 1.75974 1.51574 1.44764
H 1.21392 1.75615 -0.10786
H -2.21778 0.53100 0.48752
H -2.00926 0.91639 -1.66300
H -0.24234 1.26966 -1.65884
H -0.05009 -0.81623 -2.59044
H -1.52480 -1.39509 -2.00697
H 0.08529 -2.72615 -1.04945
H -0.03673 -1.66522 0.36137
H 1.89566 -0.68351 -0.07816
H 1.91163 -0.81446 -1.61518
H 2.23864 -2.21324 -0.77844
*
```

***

Entry 2:
A structure of composition C16H28ClDyOPd. Source: OMol25; level of theory: wB97M-V/def2-TZVPD.

Properties
- E_LUMO (alpha / beta): -1.04 / -2.20 eV
- HOMO-LUMO gap (alpha / beta): 6.1 / 5.9 eV
- <S²>: 25.00

```
! wB97M-V def2-TZVPD RIJCOSX def2/J DEFGRID3
* xyz 0 10
Dy 0.45608 3.92910 0.00318
Cl -1.83536 3.30815 0.55693
C 0.44953 5.41228 -1.77793
C 1.01903 5.22388 1.84075
H 1.27908 6.13781 -1.70533
H 0.75546 4.68683 -2.56976
H -0.39829 5.97835 -2.19467
H 1.80031 5.96551 1.60074
H 1.53167 4.41939 2.42199
H 0.33945 5.72590 2.54801
Pd 0.10913 0.20530 -0.26447
C -1.11919 0.56665 -1.75658
C 1.80559 -0.62748 -0.27859
H -0.71028 1.39675 -2.36566
H -1.20913 -0.36708 -2.35149
H -2.08503 0.85651 -1.29792
H 2.43543 -0.94877 0.59309
H 2.31337 -0.86393 -1.26481
C -3.28467 -1.14744 1.16261
C -3.48065 -2.44063 0.36336
C -3.51855 -2.09706 -1.12456
C -2.45453 -3.52533 0.65783
C -2.85567 -4.81710 0.92979
C -1.89494 -5.81462 1.14142
C -0.52236 -5.56235 1.07685
C -0.07171 -4.27792 0.80356
C 1.41154 -3.98218 0.74938
C 2.07689 -4.30616 2.09376
C 2.09835 -4.83962 -0.31981
C -1.03129 -3.18993 0.63723
O -0.65565 -1.97767 0.56231
H -2.35593 -0.65384 0.84066
H -3.18158 -1.35474 2.22955
H -4.13736 -0.47708 1.00424
H -4.45026 -2.87587 0.64405
H -2.55590 -1.65272 -1.41596
H -3.72098 -2.98537 -1.73119
H -4.32437 -1.37876 -1.30186
H -3.93004 -5.06366 0.99227
H -2.23718 -6.81995 1.35810
H 0.18526 -6.39861 1.23666
H 1.53990 -2.90511 0.51144
H 1.94223 -5.36027 2.37882
H 3.14607 -4.09282 2.01545
H 1.65179 -3.69012 2.89012
H 1.70025 -4.61264 -1.31172
H 3.16845 -4.61774 -0.30774
H 1.95497 -5.91534 -0.14319
*
```

***

Entry 3:
A cluster of 10 separate species, C43H113N9O11 in total. Source: OMol25; level of theory: wB97M-V/def2-TZVPD.

Properties
- E_LUMO: 0.35 eV
- HOMO-LUMO gap: 8.5 eV
- SMILES string: CC1(C)CCCC(C)(C)N1O.COC[C@H](C)N.COC[C@H](C)N.COC[C@H](C)N.COC[C@H](C)N.COC[C@H](C)N.COC[C@H](C)N.COC[C@H](C)N.COC[C@H](C)N.OCCO

```
! wB97M-V def2-TZVPD RIJCOSX def2/J DEFGRID3
* xyz 0 1
C -3.42349 -17.23824 1.43783
C -4.07474 -16.50832 2.60680
C -5.22000 -17.38861 3.26633
C -2.88483 -16.22760 3.63736
C -2.93705 -15.12955 4.66178
C -3.58938 -13.82683 4.06165
C -4.85127 -14.13447 3.20301
C -6.08492 -14.31019 4.24155
C -5.03528 -12.84942 2.31163
N -4.63388 -15.20844 2.20790
O -5.76674 -15.46033 1.39756
H -2.53240 -16.70184 1.11171
H -3.10112 -18.27112 1.56945
H -4.08404 -17.18470 0.57244
H -5.47166 -17.09175 4.28449
H -6.03113 -17.46424 2.54215
H -5.01939 -18.45447 3.37496
H -2.76828 -17.08993 4.29379
H -2.00463 -16.02612 3.02682
H -3.62547 -15.29200 5.49110
H -1.94133 -14.88186 5.02960
H -2.72863 -13.47156 3.49510
H -3.91896 -13.03955 4.73963
H -6.46210 -13.44637 4.78896
H -5.74111 -15.05339 4.96094
H -6.94651 -14.75204 3.74101
H -4.77601 -12.04402 2.99881
H -6.02009 -12.88505 1.84582
H -4.41854 -12.89156 1.41388
H -5.37616 -15.32208 0.53158
C -9.57144 -15.72898 -2.87763
O -9.69006 -15.83820 -1.45116
C -8.64474 -15.21619 -0.77296
C -9.15726 -14.46175 0.55177
C -9.69641 -15.23655 1.73030
N -10.37717 -13.71334 0.12695
H -9.68911 -14.72698 -3.29023
H -10.23976 -16.35369 -3.47024
H -8.57210 -16.03814 -3.18396
H -7.82928 -15.90261 -0.54500
H -8.13390 -14.53074 -1.44919
H -8.36029 -13.84593 0.96856
H -10.07869 -14.64200 2.56005
H -8.82359 -15.69218 2.19795
H -10.38805 -16.06984 1.60631
H -10.84367 -14.39190 -0.45789
H -9.99306 -13.11619 -0.59136
C -5.83973 -23.62006 4.78877
O -5.54535 -22.19800 4.74509
C -4.12990 -21.90840 4.57735
C -3.22429 -22.70345 5.53344
C -3.69467 -22.76232 6.93641
N -1.79632 -22.39165 5.47518
H -5.92655 -24.05596 3.79351
H -6.86749 -23.62716 5.15175
H -5.33594 -24.34017 5.43356
H -3.96131 -22.13971 3.52560
H -3.83402 -20.86129 4.64149
H -3.20132 -23.72866 5.16398
H -3.03785 -22.35919 7.70723
H -3.93471 -23.75618 7.31421
H -4.55192 -22.09016 6.97427
H -1.54427 -22.86488 4.61925
H -1.36913 -22.72931 6.32582
C -11.45852 -18.71919 0.16682
O -10.21967 -19.47367 0.31080
C -9.42912 -19.23165 -0.82465
C -8.07176 -19.79764 -0.58585
C -7.32012 -19.05855 0.46494
N -7.38419 -19.72089 -1.84975
H -12.24527 -19.11582 -0.47490
H -11.30681 -17.65242 0.00227
H -11.87517 -18.77117 1.17271
H -9.82868 -19.91296 -1.57582
H -9.21541 -18.20371 -1.11750
H -8.29039 -20.81203 -0.25225
H -7.62019 -18.02401 0.63166
H -6.24829 -19.09360 0.26986
H -7.47292 -19.50190 1.44891
H -7.93193 -20.16820 -2.57085
H -6.50964 -20.19432 -1.67328
C -1.72838 -10.22437 6.78708
O -1.45102 -11.28179 7.65321
C -2.55181 -12.15544 7.84373
C -2.20040 -13.09540 9.01183
C -1.23567 -14.25556 8.59518
N -3.34236 -13.76575 9.54164
H -2.80571 -10.05863 6.78391
H -1.37613 -10.47962 5.78765
H -1.31476 -9.34173 7.27490
H -3.49129 -11.62234 7.98962
H -2.75289 -12.80238 6.98982
H -1.62694 -12.44140 9.66874
H -0.33845 -13.99996 8.03146
H -1.66977 -14.99991 7.92763
H -0.93188 -14.79143 9.49443
H -3.32838 -14.74030 9.27675
H -4.15931 -13.38872 9.08281
C -1.73749 -10.70341 -0.45112
O -1.98867 -9.87330 0.69061
C -3.28944 -10.01405 1.30720
C -4.28608 -9.04877 0.69964
C -4.15133 -7.63582 1.16574
N -5.63130 -9.58281 1.20994
H -2.47812 -10.54923 -1.23585
H -1.85796 -11.70898 -0.04810
H -0.76013 -10.58098 -0.91788
H -3.54978 -11.05551 1.11833
H -3.36534 -10.02256 2.39451
H -4.16609 -9.24957 -0.36497
H -3.95001 -7.55321 2.23381
H -4.96165 -7.06575 0.71132
H -3.29724 -7.28159 0.58854
H -5.82556 -10.54417 0.96881
H -6.36578 -9.03665 0.78292
C -5.37095 -17.68205 7.32366
O -5.80093 -16.94911 8.57000
C -7.21627 -16.82940 8.75833
C -7.47605 -15.29976 8.74725
C -8.97658 -14.87786 9.02667
N -7.17174 -14.87244 7.40025
H -6.13099 -17.74104 6.54458
H -5.09549 -18.71944 7.51348
H -4.43082 -17.20667 7.04389
H -7.80978 -17.29068 7.96897
H -7.45318 -17.30385 9.71063
H -6.76001 -14.77339 9.37837
H -9.45818 -15.72441 9.51606
H -9.45606 -14.56996 8.09747
H -9.10785 -14.01974 9.68583
H -6.51041 -15.47550 6.93221
H -7.98769 -15.18534 6.89387
C -1.93316 -19.47343 7.76401
O -0.95559 -18.53393 7.12426
C 0.30671 -19.07711 7.05475
C 0.89123 -19.00306 5.62039
C 0.80009 -17.71225 4.77244
N 0.46880 -20.22318 4.87394
H -2.12326 -20.38406 7.19591
H -2.88218 -18.95021 7.88107
H -1.56407 -19.77607 8.74394
H 0.87800 -18.48117 7.76649
H 0.58813 -20.03276 7.49706
H 1.97933 -19.05588 5.65736
H -0.23260 -17.41764 4.58572
H 1.26438 -17.92370 3.80921
H 1.30833 -16.85934 5.22226
H -0.51391 -20.39875 5.02741
H 0.71763 -20.23963 3.89521
C -2.67559 -12.62753 -4.20353
O -3.36280 -13.64614 -3.47999
C -2.52121 -14.33987 -2.61275
C -3.22340 -15.54689 -1.96066
C -3.97319 -16.44574 -2.91746
N -4.31171 -14.88101 -1.19631
H -2.28967 -11.88797 -3.50195
H -3.30226 -12.09118 -4.91608
H -1.81846 -13.08704 -4.69573
H -1.66520 -14.72799 -3.16476
H -2.07811 -13.70513 -1.84536
H -2.57517 -16.02676 -1.22743
H -4.83817 -16.03873 -3.44115
H -4.24386 -17.37608 -2.41814
H -3.26799 -16.86585 -3.63460
H -4.14151 -13.92120 -0.93197
H -4.84647 -14.48049 -1.95375
O -7.65798 -7.89835 3.64888
C -6.65216 -8.52934 4.39706
C -6.57556 -10.03731 4.31702
O -7.45843 -10.57913 5.31295
H -7.22301 -7.31181 3.02568
H -5.75934 -8.07599 3.96639
H -6.59306 -8.26197 5.45210
H -5.61042 -10.29925 4.75061
H -6.91689 -10.54468 3.41471
H -8.20311 -9.97396 5.28450
*
```

***

Entry 4:
A cluster of 9 separate species, C31H44O23 in total. Source: OMol25; level of theory: wB97M-V/def2-TZVPD.

Properties
- E_LUMO: 0.30 eV
- HOMO-LUMO gap: 10.6 eV
- SMILES string: O=C1CCCO1.O=C1CCCO1.O=C1CCCO1.O=C1CCCO1.O=C1OCCO1.O=C1OCCO1.O=C1OCCO1.O=C1OCCO1.O=C1OCCO1

```
! wB97M-V def2-TZVPD RIJCOSX def2/J DEFGRID3
* xyz 0 1
O -0.44180 1.54049 2.46074
C 0.18988 2.56202 2.47912
C 0.82691 3.23952 3.70008
C 1.49031 4.46131 3.02611
C 1.65761 3.94811 1.62106
O 0.46305 3.25789 1.34842
H -0.00535 3.41442 4.45866
H 1.61661 2.52916 4.02143
H 0.96102 5.42731 3.00651
H 2.52376 4.60177 3.41537
H 1.71674 4.76332 0.93420
H 2.55083 3.32262 1.58497
O -3.57622 -0.39281 0.05542
C -3.19175 0.50906 -0.65118
C -1.82990 1.15805 -0.72762
C -2.17618 2.47780 -1.28267
C -3.45306 2.14314 -2.12150
O -4.05049 1.00429 -1.55456
H -1.50022 1.12859 0.31466
H -1.30211 0.52104 -1.44852
H -2.33136 3.13966 -0.40398
H -1.50107 2.91497 -1.98644
H -3.99091 3.03053 -1.99155
H -3.16033 2.01724 -3.12053
O -0.83854 1.27231 -4.04799
C -0.10314 1.18144 -5.02948
C 0.36228 2.25893 -5.97164
C 0.89671 1.51428 -7.16145
C 1.21481 0.12733 -6.55419
O 0.36769 -0.01825 -5.47465
H -0.56670 2.81249 -6.16759
H 1.13108 2.88854 -5.54209
H 0.04990 1.36959 -7.87596
H 1.78858 2.03654 -7.48268
H 1.10597 -0.68527 -7.30654
H 2.24106 0.10564 -6.20791
O 0.48654 -1.96577 -1.42031
C -0.29365 -2.53565 -0.69798
C -0.21475 -2.82129 0.78962
C -1.35995 -3.80343 0.98744
C -2.29684 -3.58384 -0.21141
O -1.40964 -3.03602 -1.25512
H 0.79400 -3.14043 1.10792
H -0.39650 -1.84400 1.25807
H -1.05751 -4.91837 1.00069
H -1.92944 -3.55450 1.86803
H -2.67413 -4.50517 -0.60514
H -3.14712 -2.93466 0.08048
O -2.42654 -1.65254 -7.37229
C -2.23454 -2.07936 -6.28394
O -2.78794 -1.49500 -5.22196
C -1.95258 -1.84029 -4.05533
C -1.33759 -3.11518 -4.52207
O -1.26529 -2.99781 -5.94541
H -1.31190 -0.98756 -3.84788
H -2.60486 -1.89360 -3.21512
H -1.93953 -3.99942 -4.28045
H -0.36985 -3.37543 -4.23010
O 2.13271 4.40440 -2.90533
C 2.06465 3.31016 -2.45488
O 2.04614 2.96582 -1.16447
C 1.58749 1.57359 -1.07774
C 2.02374 1.00531 -2.38778
O 1.95777 2.15679 -3.20514
H 2.18826 1.22778 -0.24747
H 0.55608 1.55325 -0.93083
H 1.32754 0.23665 -2.81383
H 2.98396 0.48462 -2.44521
O 4.28043 2.13675 2.19396
C 4.04165 0.93963 2.16201
O 2.78063 0.41450 2.17638
C 2.87475 -0.98848 1.84113
C 4.35931 -1.30054 2.17706
O 4.97049 -0.05375 2.06523
H 2.03683 -1.55049 2.36235
H 2.74362 -0.97284 0.71931
H 4.72713 -1.93531 1.37576
H 4.48903 -1.70198 3.20835
O 0.16923 0.57402 6.01371
C -0.75776 0.44120 5.29372
O -0.94359 -0.56441 4.38362
C -2.14015 -0.35978 3.65472
C -2.80150 0.88537 4.30903
O -1.81916 1.25512 5.30089
H -1.93382 -0.25620 2.55823
H -2.68965 -1.32167 3.81537
H -3.74305 0.63203 4.78366
H -2.81351 1.65498 3.52137
O 2.33074 -2.94836 3.95466
C 1.57751 -3.10409 4.86890
O 1.69819 -2.51033 6.06129
C 0.63591 -2.87502 6.91362
C -0.27376 -3.73905 5.96679
O 0.51167 -3.85303 4.78159
H 0.95084 -3.44400 7.76614
H 0.12509 -2.00504 7.23494
H -1.13535 -3.15756 5.61955
H -0.52616 -4.71377 6.30552
*
```

***

Entry 5:
An isolated molecule of C13H21NO4. Source: OMol25; level of theory: wB97M-V/def2-TZVPD.

Properties
- E_LUMO: 0.38 eV
- HOMO-LUMO gap: 8.9 eV
- Relative energy (zero: lowest compared OMol25 entry of this formula, charge and spin): 0.9617 eV
- SMILES string: O=C1C=C(N(CCO)CCO)C2(CCCCC2)O1

```
! wB97M-V def2-TZVPD RIJCOSX def2/J DEFGRID3
* xyz 0 1
O -0.65462 0.88634 -3.66235
C -0.35027 0.57134 -2.54115
C -0.10868 1.40216 -1.38038
C 0.19933 0.61974 -0.31873
N 0.55347 1.04643 0.92149
C 0.67109 0.19832 2.08061
C -0.62834 0.07565 2.91007
O -0.65002 -1.11669 3.65348
C 0.60410 2.47328 1.15919
C -0.77138 3.13674 1.37243
O -0.64791 4.52188 1.56537
C 0.19542 -0.82906 -0.80121
C 1.60265 -1.45522 -0.77222
C 1.57324 -2.84696 -1.39919
C 0.56464 -3.73885 -0.68316
C -0.82670 -3.12136 -0.77200
C -0.83917 -1.74013 -0.12047
O -0.18396 -0.72609 -2.17247
H -0.19368 2.46739 -1.44159
H 1.47480 0.59325 2.71248
H 0.95489 -0.80696 1.77242
H -1.48631 0.02118 2.23609
H -0.75303 0.94542 3.56678
H 0.02310 -1.07851 4.34185
H 1.21780 2.65684 2.04453
H 1.09810 2.94882 0.30512
H -1.42923 2.90841 0.52464
H -1.24039 2.75745 2.28162
H -0.31508 4.92871 0.75741
H 1.97148 -1.52301 0.25099
H 2.27797 -0.80640 -1.33417
H 1.28896 -2.75411 -2.44773
H 2.57217 -3.28478 -1.35050
H 0.55994 -4.72961 -1.14000
H 0.85024 -3.85416 0.36610
H -1.11167 -3.02413 -1.81988
H -1.55774 -3.75921 -0.27231
H -0.62811 -1.84679 0.94131
H -1.82514 -1.28457 -0.23423
*
```